1.
{"formula": "C4H5NO", "method": "ωB97M-V/def2-TZVPD", "elements": ["C", "C", "C", "C", "N", "O", "H", "H", "H", "H", "H"], "xyz": [[-2.455, 0.656, 0.216], [-1.422, 0.435, -0.359], [-0.073, -0.049, -0.406], [1.009, 0.858, 0.103], [0.007, -1.316, -0.571], [1.266, -1.791, -0.260], [-3.297, 0.722, 0.858], [1.749, 1.079, -0.671], [0.569, 1.793, 0.457], [1.521, 0.359, 0.931], [1.126, -2.746, -0.297]], "total_energy_ev": -7762.6712, "e_lumo_ha": 0.0314, "orbital_gap_ev": 10.062, "homo_ev": -9.21, "smiles": "C#C/C(C)=N/O"}

---

2.
{"formula": "C4H5NO", "method": "ωB97M-V/def2-TZVPD", "elements": ["C", "C", "C", "C", "H", "H", "H", "H", "H", "N", "O"], "xyz": [[0.323, 1.180, 0.999], [1.343, 0.387, 0.461], [0.942, -0.629, -0.368], [-0.268, -0.879, -0.919], [-1.149, 0.947, -0.496], [-0.025, 1.071, 2.279], [0.628, 2.511, 1.056], [2.479, 0.479, 0.392], [1.856, -1.187, -0.848], [-1.373, -1.449, -1.008], [-1.027, 0.746, 0.454]], "total_energy_ev": -7761.5712, "e_lumo_ha": -0.0140, "orbital_gap_ev": 9.130, "homo_ev": -9.51}

---

3.
{"formula": "C4H5NO", "method": "ωB97M-V/def2-TZVPD", "elements": ["N", "C", "C", "C", "C", "O", "H", "H", "H", "H", "H"], "xyz": [[1.308, 0.170, 1.484], [0.448, -0.042, 0.461], [0.536, -0.311, -0.853], [-0.785, -0.191, -1.357], [-1.590, 0.255, -0.317], [-0.824, 0.308, 0.780], [2.334, 0.279, 1.191], [0.919, -0.053, 2.556], [1.443, -0.756, -1.262], [-1.110, -0.249, -2.372], [-2.679, 0.591, -0.311]], "total_energy_ev": -7764.9686, "e_lumo_ha": 0.0334, "orbital_gap_ev": 8.391, "homo_ev": -7.48, "smiles": "Nc1ccco1"}

---

4.
{"formula": "C4H5NO", "method": "ωB97M-V/def2-TZVPD", "elements": ["C", "C", "C", "N", "C", "O", "H", "H", "H", "H", "H"], "xyz": [[1.569, 1.289, -0.338], [0.560, 0.421, -0.394], [0.320, -0.590, 0.654], [-0.770, -1.213, 0.887], [-1.916, -0.982, 0.110], [-1.978, -0.978, -1.097], [1.700, 2.032, -1.122], [2.288, 1.299, 0.480], [-0.121, 0.416, -1.236], [1.162, -0.832, 1.314], [-2.815, -0.861, 0.742]], "total_energy_ev": -7765.1465, "e_lumo_ha": -0.0065, "orbital_gap_ev": 9.753, "homo_ev": -9.93, "smiles": "C=C/C=N\\C=O"}

---

5.
{"formula": "C4H5NO", "method": "ωB97M-V/def2-TZVPD", "elements": ["C", "C", "C", "O", "C", "N", "H", "H", "H", "H", "H"], "xyz": [[1.074, -0.835, 0.736], [-0.059, 0.112, 0.584], [0.075, 1.169, -0.444], [-0.691, 0.207, -1.221], [-1.704, -0.260, -0.401], [-2.784, -0.680, -0.235], [0.868, -1.720, 0.118], [2.059, -0.437, 0.462], [1.086, -1.205, 1.767], [-0.475, 2.100, -0.296], [1.028, 1.304, -0.961]], "total_energy_ev": -7760.7479, "e_lumo_ha": [-0.0272, -0.0272], "orbital_gap_ev": [7.987, 7.988], "homo_ev": [-8.73, -8.73]}

---

6.
{"formula": "C4H5NO", "method": "ωB97M-V/def2-TZVPD", "elements": ["N", "C", "C", "C", "C", "O", "H", "H", "H", "H", "H"], "xyz": [[2.895, -0.916, 0.118], [1.936, -0.267, 0.126], [0.777, 0.693, 0.254], [-0.537, 0.012, -0.677], [-1.334, -0.767, 0.129], [0.307, 0.867, 1.426], [1.032, 1.557, -0.394], [-1.145, 0.838, -0.181], [-0.607, -0.044, -1.762], [-2.203, -1.306, -0.242], [-1.121, -0.667, 1.202]], "total_energy_ev": -7761.4694, "e_lumo_ha": [-0.0625, -0.0624], "orbital_gap_ev": [7.540, 7.541], "homo_ev": [-9.24, -9.24]}

---

7.
{"formula": "C4H5NO", "method": "ωB97M-V/def2-TZVPD", "elements": ["C", "C", "C", "C", "N", "O", "H", "H", "H", "H", "H"], "xyz": [[1.887, 0.607, 0.151], [1.048, -0.170, -0.490], [-0.261, -0.238, -0.622], [-1.147, -1.061, 0.256], [-0.634, 1.099, -1.115], [-1.037, 1.723, -0.160], [1.317, 1.361, 0.718], [2.965, 0.579, 0.199], [-1.439, -1.997, -0.226], [-0.608, -1.290, 1.182], [-2.043, -0.488, 0.508]], "total_energy_ev": -7761.1170, "e_lumo_ha": [-0.0069, -0.0069], "orbital_gap_ev": [9.042, 9.043], "homo_ev": [-9.23, -9.23], "smiles": "C=C=C(C)N=O"}

---

8.
{"formula": "C4H5NO", "method": "ωB97M-V/def2-TZVPD", "elements": ["C", "C", "N", "C", "C", "O", "H", "H", "H", "H", "H"], "xyz": [[1.236, 0.222, 0.058], [0.025, -0.582, 0.002], [-0.516, -1.686, 0.263], [-1.327, -0.684, -0.500], [-2.653, 0.004, 0.425], [-3.615, 0.461, -0.094], [1.874, -0.108, 0.877], [0.993, 1.277, 0.161], [1.776, 0.088, -0.881], [-1.585, -0.863, -1.531], [-2.455, -0.058, 1.503]], "total_energy_ev": -7763.8440, "e_lumo_ha": 0.0291, "orbital_gap_ev": 10.098, "homo_ev": -9.30, "smiles": "CC1=N[C@H]1C=O"}

---

9.
{"formula": "C4H5NO", "method": "ωB97M-V/def2-TZVPD", "elements": ["C", "C", "N", "C", "C", "O", "H", "H", "H", "H", "H"], "xyz": [[0.738, -0.973, 0.018], [1.440, 1.349, 0.013], [-1.872, 0.212, -0.036], [0.430, 0.517, -0.005], [-0.904, 1.102, -0.064], [2.331, 2.090, 0.047], [-1.762, -0.803, 0.034], [-2.823, 0.543, -0.081], [0.232, -1.473, -0.818], [0.378, -1.410, 0.965], [1.810, -1.153, -0.072]], "total_energy_ev": -7764.1861, "e_lumo_ha": 0.0254, "orbital_gap_ev": 8.897, "homo_ev": -8.21}

---

10.
{"formula": "C4H5NO", "method": "ωB97M-V/def2-TZVPD", "elements": ["N", "C", "C", "C", "C", "O", "H", "H", "H", "H", "H"], "xyz": [[2.049, -0.017, -0.180], [0.658, 0.039, -0.147], [-0.253, 1.044, -0.049], [-1.527, 0.391, 0.071], [-1.300, -0.935, -0.041], [0.041, -1.169, -0.173], [2.343, -0.986, -0.152], [2.476, 0.484, 0.591], [-0.073, 2.109, -0.107], [-2.480, 0.859, 0.270], [-1.938, -1.805, -0.057]], "total_energy_ev": -7765.8985, "e_lumo_ha": 0.0383, "orbital_gap_ev": 8.960, "homo_ev": -7.92, "smiles": "Nc1ccco1"}

---

Repeat the third record exactly.
{"formula": "C4H5NO", "method": "ωB97M-V/def2-TZVPD", "elements": ["N", "C", "C", "C", "C", "O", "H", "H", "H", "H", "H"], "xyz": [[1.308, 0.170, 1.484], [0.448, -0.042, 0.461], [0.536, -0.311, -0.853], [-0.785, -0.191, -1.357], [-1.590, 0.255, -0.317], [-0.824, 0.308, 0.780], [2.334, 0.279, 1.191], [0.919, -0.053, 2.556], [1.443, -0.756, -1.262], [-1.110, -0.249, -2.372], [-2.679, 0.591, -0.311]], "total_energy_ev": -7764.9686, "e_lumo_ha": 0.0334, "orbital_gap_ev": 8.391, "homo_ev": -7.48, "smiles": "Nc1ccco1"}

---

Repeat the third record exactly.
{"formula": "C4H5NO", "method": "ωB97M-V/def2-TZVPD", "elements": ["N", "C", "C", "C", "C", "O", "H", "H", "H", "H", "H"], "xyz": [[1.308, 0.170, 1.484], [0.448, -0.042, 0.461], [0.536, -0.311, -0.853], [-0.785, -0.191, -1.357], [-1.590, 0.255, -0.317], [-0.824, 0.308, 0.780], [2.334, 0.279, 1.191], [0.919, -0.053, 2.556], [1.443, -0.756, -1.262], [-1.110, -0.249, -2.372], [-2.679, 0.591, -0.311]], "total_energy_ev": -7764.9686, "e_lumo_ha": 0.0334, "orbital_gap_ev": 8.391, "homo_ev": -7.48, "smiles": "Nc1ccco1"}